# 1
Here is 2 unconnected molecules or ions with the total composition C4H9NO2 from OMol25. Energies are from ωB97M-V/def2-TZVPD.

Geometry as XYZ:
```
16
Properties=species:S:1:pos:R:3:mulliken_charge:R:1
C 1.59 -1.00 0.49 -0.087
C 0.05 -1.06 0.64 -0.417
C -1.33 1.67 0.35 -0.910
N -1.03 0.76 -0.75 -0.190
C -0.14 -0.26 -0.61 0.094
O 2.13 -1.77 -0.35 -0.702
O 0.18 -0.87 -1.75 -0.548
H 0.97 -1.46 -1.52 0.419
H -0.98 1.18 -1.67 0.274
H 2.16 -0.60 1.34 0.423
H 1.30 0.33 -0.15 0.114
H -0.30 -0.55 1.53 0.321
H -0.36 -2.07 0.58 0.239
H -1.81 1.14 1.17 0.278
H -2.02 2.43 -0.01 0.350
H -0.42 2.15 0.72 0.341
```

Results
max |F|	0.006	Eh/bohr
relative energy (zero: lowest compared OMol25 entry of this formula, charge and spin)	84.6	kcal per mole
frontier orbital gap	9.243	eV


# 2
Here is a single C4H6S2 molecule in a non-equilibrium geometry from OMol25. Energies are from ωB97M-V/def2-TZVPD.

Geometry as XYZ:
```
12
Properties=species:S:1:pos:R:3:mulliken_charge:R:1
C 0.45 1.33 -0.27 -0.675
S 0.76 0.15 -1.68 -0.141
C -0.38 -1.09 -0.90 -0.653
C -0.29 -0.87 0.61 -0.387
S 1.34 -0.69 1.43 -0.114
C 0.13 0.53 0.98 -0.251
H -0.44 1.92 -0.55 0.300
H 1.33 2.00 -0.26 0.388
H -1.42 -0.89 -1.16 0.302
H -0.06 -2.08 -1.26 0.377
H -1.05 -1.33 1.20 0.448
H -0.36 1.02 1.86 0.406
```

Results
max |F|	0.028	Eh/bohr
relative energy (zero: lowest compared OMol25 entry of this formula, charge and spin)	2.4	kcal per mole
SMILES	C1SC[C@H]2S[C@@H]12
frontier orbital gap	9.425	eV


# 3
Here is 2 unconnected molecules or ions with the total composition C2H5O2S in a non-equilibrium geometry from OMol25. Energies are from ωB97M-V/def2-TZVPD.

Geometry as XYZ:
```
10
Properties=species:S:1:pos:R:3:mulliken_charge:R:1
C 0.73 -1.08 -0.79 -0.683
S -0.77 -0.63 -1.68 -0.253
H 1.51 -1.64 -1.52 0.240
H 0.47 -2.10 -0.16 0.203
H 1.28 -0.36 -0.12 0.317
O 0.68 1.05 1.45 -0.669
C -0.59 1.20 1.25 -0.023
O -1.14 2.02 0.50 -0.606
H -1.24 1.01 2.09 0.312
H -0.94 0.51 -1.02 0.163
```

Results
max |F|	0.100	Eh/bohr
relative energy (zero: lowest compared OMol25 entry of this formula, charge and spin)	36.6	kcal per mole
total charge	-1
frontier orbital gap	7.910	eV


# 4
Here is a molecular structure, C20H38AsN2O7PtSSi from OMol25. Energies are from ωB97M-V/def2-TZVPD.

Geometry as XYZ:
```
71
Properties=species:S:1:pos:R:3:mulliken_charge:R:1
Pt 0.88 -0.44 -0.12 1.477
O -2.67 0.64 -0.09 -0.597
As -1.46 1.79 0.37 1.063
O -1.85 3.29 -0.11 -0.807
O 0.04 1.33 -0.32 -0.819
C -1.24 1.79 2.32 0.117
C -0.81 3.04 2.76 -0.796
C -0.57 3.28 4.11 -0.606
C -0.78 2.27 5.03 -0.595
C -1.23 1.03 4.60 -0.621
C -1.46 0.78 3.26 0.307
S -2.08 -0.87 2.86 1.230
O -1.59 -1.73 3.93 -0.713
O -3.52 -0.74 2.79 -0.795
O -1.45 -1.17 1.56 -0.683
H -2.44 -0.21 0.36 0.388
H -0.68 3.83 2.03 0.472
H -0.24 4.26 4.43 0.376
H -0.61 2.45 6.08 0.366
H -1.40 0.23 5.31 0.463
C 2.65 -3.93 -0.55 -0.670
N 2.06 -4.12 0.76 0.510
C 2.41 -5.36 1.43 -1.325
C 1.83 -2.99 1.48 0.556
O 2.00 -1.85 0.97 -0.901
N 1.52 -3.09 2.80 0.166
C 1.60 -1.84 3.57 -1.022
C 0.41 -3.97 3.20 -1.121
H 2.49 -4.83 -1.14 0.618
H 3.72 -3.73 -0.47 0.480
H 2.18 -3.10 -1.04 -0.743
H 3.17 -5.87 0.84 0.456
H 1.55 -6.03 1.52 0.288
H 2.81 -5.17 2.42 0.421
H 2.43 -1.25 3.21 0.399
H 1.79 -2.12 4.61 0.367
H 0.68 -1.27 3.52 0.263
H 0.67 -5.02 3.13 0.305
H -0.49 -3.76 2.61 0.243
H 0.16 -3.73 4.23 0.485
C -0.75 0.79 -3.00 -1.257
Si 0.34 -0.61 -2.35 -0.043
C -0.69 -2.20 -2.72 2.608
C -2.05 -2.03 -2.03 -1.719
C -0.91 -2.38 -4.23 -2.082
C -0.10 -3.51 -2.18 -1.718
C 1.96 -0.44 -3.42 2.268
C 2.79 0.71 -2.82 -2.000
C 1.62 -0.06 -4.86 -1.898
C 2.84 -1.69 -3.45 -1.716
H -1.03 0.60 -4.04 0.475
H -0.23 1.75 -2.96 0.248
H -1.66 0.89 -2.41 0.366
H -2.59 -1.14 -2.36 0.394
H -1.93 -1.97 -0.95 0.047
H -2.68 -2.90 -2.25 0.507
H -1.35 -1.49 -4.69 0.342
H -1.61 -3.21 -4.39 0.504
H 0.01 -2.62 -4.75 0.382
H 0.00 -3.48 -1.10 0.101
H 0.87 -3.74 -2.63 0.248
H -0.77 -4.34 -2.43 0.562
H 2.20 1.62 -2.72 0.304
H 3.65 0.92 -3.46 0.520
H 3.15 0.45 -1.82 0.303
H 1.10 0.90 -4.91 0.349
H 1.01 -0.80 -5.37 0.279
H 2.55 0.04 -5.44 0.547
H 3.16 -1.98 -2.44 0.270
H 3.75 -1.49 -4.03 0.569
H 2.34 -2.54 -3.91 0.242
```

Results
max |F|	0.014	Eh/bohr
relative energy (zero: lowest compared OMol25 entry of this formula, charge and spin)	27.7	kcal per mole
total charge	-1
frontier orbital gap	7.724	eV


# 5
Here is a molecular structure, C52H46BaBr3NO3PSb2 in a non-equilibrium geometry from OMol25. Energies are from ωB97M-V/def2-TZVPD.

Geometry as XYZ:
```
109
Properties=species:S:1:pos:R:3:mulliken_charge:R:1
Ba -1.13 1.12 -0.49 1.939
Br -1.96 2.83 2.39 -0.066
C -2.34 1.78 3.95 -0.329
Br -3.23 0.10 3.57 -0.110
H -3.02 2.35 4.57 0.447
H -1.40 1.57 4.45 0.070
C 2.05 1.14 0.65 -0.504
C 3.33 0.60 1.27 0.089
C 3.54 1.05 2.70 -1.865
Sb 1.82 0.65 3.90 0.978
C 2.90 0.34 5.69 0.275
C 3.91 1.21 6.07 -0.423
C 4.60 1.04 7.26 -0.535
C 4.29 -0.02 8.09 -0.451
C 3.28 -0.90 7.73 -0.620
C 2.59 -0.72 6.54 -0.445
C 1.70 -1.38 3.29 -0.595
C 2.74 -2.29 3.45 -0.121
C 2.61 -3.59 2.99 -0.502
C 1.45 -4.00 2.36 -0.635
C 0.41 -3.11 2.18 -0.264
C 0.54 -1.81 2.65 -0.439
Sb 1.91 0.67 -1.49 1.002
C 2.58 -1.34 -1.53 -0.126
C 3.23 -1.83 -2.66 -0.500
C 3.58 -3.16 -2.76 -0.772
C 3.28 -4.04 -1.73 -0.884
C 2.62 -3.57 -0.61 -0.317
C 2.27 -2.24 -0.51 0.296
C 3.61 1.64 -2.23 0.161
C 4.89 1.11 -2.21 -0.089
C 5.97 1.86 -2.65 -0.729
C 5.78 3.15 -3.10 -0.450
C 4.51 3.70 -3.12 -0.590
C 3.43 2.94 -2.69 -0.791
H 1.96 2.22 0.70 0.388
H 1.19 0.74 1.18 -0.006
H 4.19 0.89 0.64 0.510
H 3.31 -0.49 1.27 -0.061
H 3.78 2.12 2.78 0.552
H 4.36 0.50 3.15 0.646
H 4.19 2.05 5.44 0.321
H 5.38 1.73 7.53 0.393
H 4.82 -0.16 9.02 0.387
H 3.03 -1.73 8.38 0.389
H 1.82 -1.43 6.28 0.391
H 3.65 -2.00 3.95 0.535
H 3.43 -4.29 3.13 0.392
H 1.35 -5.02 2.01 0.489
H -0.49 -3.42 1.69 0.488
H -0.29 -1.12 2.51 0.346
H 3.48 -1.16 -3.48 0.517
H 4.10 -3.51 -3.64 0.432
H 3.56 -5.08 -1.81 0.424
H 2.38 -4.25 0.20 0.171
H 1.75 -1.92 0.40 0.227
H 5.06 0.10 -1.86 0.419
H 6.96 1.43 -2.63 0.408
H 6.62 3.73 -3.44 0.390
H 4.35 4.70 -3.48 0.462
H 2.43 3.38 -2.72 0.363
Br -3.55 6.19 -5.44 -0.166
C -2.17 5.87 -4.22 -0.116
C -1.00 6.63 -4.29 -0.164
N 0.02 6.48 -3.46 -0.634
C -0.09 5.54 -2.53 -0.391
C -1.20 4.72 -2.39 0.064
C -2.28 4.89 -3.25 -0.259
C -1.19 3.68 -1.34 1.234
O -0.10 3.34 -0.82 -0.688
O -2.30 3.09 -1.03 -0.929
H -0.91 7.39 -5.06 0.371
H 0.74 5.42 -1.85 0.531
H -3.17 4.28 -3.15 0.561
O -2.20 -0.97 -0.20 -0.293
P -3.42 -1.30 -1.08 0.399
C -2.85 -1.35 -2.79 0.344
C -3.67 -1.20 -3.90 -0.145
C -3.13 -1.28 -5.18 -0.845
C -1.78 -1.51 -5.35 -0.637
C -0.95 -1.67 -4.24 -0.758
C -1.49 -1.59 -2.97 -0.819
C -4.11 -2.86 -0.59 0.372
C -4.83 -3.67 -1.46 -0.559
C -5.37 -4.86 -1.01 -0.724
C -5.19 -5.25 0.31 -0.526
C -4.47 -4.44 1.18 -0.871
C -3.93 -3.25 0.73 -0.165
C -4.66 -0.01 -0.91 0.579
C -4.75 1.07 -1.78 0.058
C -5.70 2.06 -1.57 -0.851
C -6.55 1.97 -0.48 -0.620
C -6.46 0.90 0.40 -0.879
C -5.52 -0.09 0.19 -0.730
H -4.73 -1.01 -3.79 0.527
H -3.77 -1.16 -6.04 0.428
H -1.36 -1.56 -6.34 0.442
H 0.10 -1.86 -4.37 0.533
H -0.84 -1.75 -2.12 0.915
H -4.97 -3.40 -2.50 0.361
H -5.92 -5.50 -1.69 0.437
H -5.61 -6.18 0.66 0.411
H -4.33 -4.75 2.21 0.456
H -3.34 -2.63 1.40 0.445
H -4.09 1.16 -2.63 0.470
H -5.76 2.90 -2.25 0.426
H -7.29 2.74 -0.32 0.424
H -7.13 0.84 1.25 0.454
H -5.47 -0.91 0.88 0.450
```

Results
max |F|	0.042	Eh/bohr
total charge	+1
frontier orbital gap	8.259	eV


# 6
Here is 2 unconnected molecules or ions with the total composition C9H14O in a non-equilibrium geometry from OMol25. Energies are from ωB97M-V/def2-TZVPD.

Geometry as XYZ:
```
24
Properties=species:S:1:pos:R:3:mulliken_charge:R:1
C 0.32 1.32 1.85 -1.296
C -0.45 1.70 0.68 0.661
C 0.29 1.69 -0.55 -0.431
C -0.35 1.82 -1.75 -0.411
C -1.76 1.99 -1.86 -0.572
C -2.44 2.06 -0.69 -0.246
C -1.81 1.89 0.55 -0.442
H 0.14 0.23 1.98 0.174
H 0.23 1.85 2.80 0.375
H 1.41 1.41 1.94 0.347
H 1.33 1.39 -0.53 0.395
H 0.19 1.63 -2.64 0.360
H -2.26 1.93 -2.83 0.364
H -3.51 2.20 -0.68 0.354
H -2.44 1.99 1.43 0.361
C 0.38 -3.19 0.11 -0.831
C 1.89 -2.92 0.02 -0.312
O 2.22 -1.57 0.29 -0.488
H 0.22 -3.81 1.02 0.254
H -0.10 -3.53 -0.80 0.339
H -0.24 -2.28 0.28 0.237
H 2.45 -3.43 0.84 0.260
H 2.30 -3.23 -0.94 0.288
H 1.98 -1.12 -0.52 0.257
```

Results
max |F|	0.059	Eh/bohr
relative energy (zero: lowest compared OMol25 entry of this formula, charge and spin)	31.2	kcal per mole
SMILES	Cc1ccccc1.CCO
frontier orbital gap	9.835	eV


# 7
Here is 13 unconnected molecules or ions with the total composition C39H78O39 in a non-equilibrium geometry from OMol25. Energies are from ωB97M-V/def2-TZVPD.

Geometry as XYZ:
```
156
Properties=species:S:1:pos:R:3:mulliken_charge:R:1
C -2.34 34.55 -8.39 -0.738
O -1.63 33.90 -9.44 0.204
C -0.37 33.55 -9.22 0.330
O 0.23 33.79 -8.21 -0.643
O 0.06 32.87 -10.26 0.736
C 1.39 32.41 -10.30 -1.266
H -1.88 34.35 -7.43 0.495
H -3.34 34.11 -8.37 0.106
H -2.33 35.63 -8.57 0.171
H 1.61 31.95 -11.27 0.221
H 1.47 31.50 -9.69 0.383
H 2.13 33.19 -10.15 0.382
C -5.23 37.26 -9.21 -0.411
O -5.53 36.11 -8.43 -0.430
C -5.58 34.96 -9.07 0.332
O -5.41 34.79 -10.25 0.153
O -5.85 34.00 -8.21 -0.472
C -6.09 32.66 -8.63 -0.294
H -5.72 37.29 -10.18 0.038
H -4.14 37.28 -9.33 0.198
H -5.52 38.15 -8.67 0.318
H -5.19 32.37 -9.19 -0.090
H -6.88 32.69 -9.39 0.240
H -6.26 31.98 -7.81 0.338
C -8.54 22.05 -13.89 -0.720
O -8.15 23.18 -13.13 -0.375
C -7.78 24.26 -13.81 0.680
O -7.88 24.44 -15.00 -0.511
O -7.28 25.14 -12.96 -0.368
C -7.22 26.48 -13.44 -0.675
H -9.61 21.95 -14.04 0.289
H -8.21 21.14 -13.36 0.289
H -7.97 21.95 -14.81 0.304
H -6.83 26.54 -14.46 0.153
H -6.50 26.92 -12.76 0.412
H -8.16 27.02 -13.50 0.461
C -3.31 33.24 -11.99 1.310
O -4.24 32.42 -12.66 1.053
C -3.94 31.19 -12.97 -0.128
O -2.92 30.61 -12.68 -0.712
O -5.00 30.63 -13.54 0.468
C -4.91 29.28 -13.98 -0.135
H -3.40 33.20 -10.90 -0.704
H -3.29 34.26 -12.34 -1.008
H -2.27 32.89 -12.02 0.128
H -4.72 29.27 -15.06 -0.769
H -5.90 28.85 -13.82 0.030
H -4.10 28.74 -13.50 0.596
C -9.14 31.95 -12.34 -0.898
O -7.90 31.69 -11.72 0.009
C -7.53 30.40 -11.64 0.604
O -8.11 29.47 -12.11 -0.581
O -6.49 30.40 -10.83 0.018
C -5.84 29.15 -10.56 0.096
H -9.09 32.08 -13.42 0.262
H -9.55 32.89 -11.94 0.265
H -9.88 31.20 -12.07 0.372
H -4.77 29.25 -10.41 -0.057
H -5.97 28.51 -11.43 -0.301
H -6.32 28.73 -9.68 0.430
C -0.04 29.63 -12.13 -0.286
O 1.02 28.96 -11.42 -0.285
C 1.35 27.76 -11.87 0.725
O 0.81 27.17 -12.76 -0.571
O 2.32 27.29 -11.07 -0.331
C 2.96 26.07 -11.38 -0.676
H 0.05 30.68 -11.88 -0.197
H -1.00 29.16 -11.97 0.153
H 0.29 29.60 -13.17 0.506
H 2.46 25.60 -12.23 0.319
H 2.92 25.34 -10.58 0.245
H 3.97 26.33 -11.69 0.260
C -6.01 34.76 -13.60 0.528
O -6.85 35.66 -12.90 -0.222
C -6.63 36.95 -13.11 0.694
O -5.73 37.42 -13.74 -0.592
O -7.58 37.60 -12.43 -0.325
C -7.78 38.96 -12.77 -0.741
H -6.20 33.71 -13.40 -0.263
H -5.02 34.95 -13.18 -0.481
H -5.96 34.90 -14.68 0.449
H -8.76 39.29 -12.45 0.274
H -7.70 39.08 -13.85 0.327
H -7.03 39.65 -12.36 0.292
C 0.51 40.26 -13.78 -0.691
O -0.42 39.68 -12.85 -0.350
C -0.80 38.43 -13.05 0.701
O -0.45 37.64 -13.88 -0.527
O -1.64 38.15 -12.04 -0.398
C -2.36 36.93 -12.02 0.437
H 0.43 41.33 -13.60 0.250
H 0.27 40.11 -14.83 0.307
H 1.50 39.94 -13.46 0.300
H -3.44 37.12 -11.95 -0.004
H -2.07 36.31 -11.18 -0.050
H -2.31 36.43 -12.98 -0.090
C -2.42 30.86 -9.26 0.510
O -2.34 31.12 -7.87 -0.323
C -1.27 30.66 -7.24 0.830
O -0.30 30.19 -7.77 -0.589
O -1.45 30.78 -5.94 -0.377
C -0.41 30.40 -5.05 -0.683
H -3.47 30.87 -9.54 -0.763
H -1.98 29.92 -9.60 0.641
H -1.97 31.65 -9.87 -0.216
H 0.21 31.26 -4.82 0.267
H 0.13 29.51 -5.35 0.311
H -0.98 30.12 -4.16 0.274
C -7.01 30.38 -20.56 -0.602
O -7.42 30.55 -19.19 -0.349
C -6.56 31.17 -18.40 0.816
O -5.46 31.54 -18.71 -0.599
O -7.14 31.27 -17.21 -0.392
C -6.36 31.54 -16.05 0.340
H -6.97 31.34 -21.06 0.289
H -7.72 29.69 -21.00 0.224
H -6.01 29.94 -20.53 0.263
H -5.87 32.52 -16.13 0.294
H -5.58 30.78 -15.97 -0.523
H -7.02 31.44 -15.20 0.111
C -4.78 24.27 -15.39 -0.351
O -4.01 25.40 -15.75 -0.185
C -3.33 26.14 -14.87 0.794
O -3.30 25.95 -13.69 -0.624
O -2.66 27.02 -15.58 -0.253
C -1.83 27.98 -14.93 -0.726
H -5.40 24.49 -14.52 0.132
H -4.16 23.43 -15.07 0.352
H -5.42 24.06 -16.24 -0.059
H -2.11 28.99 -15.24 0.218
H -0.77 27.82 -15.11 0.474
H -1.98 27.98 -13.85 0.294
C -6.69 25.38 -18.79 -0.747
O -6.31 26.49 -17.99 -0.247
C -5.09 26.99 -18.19 0.529
O -4.22 26.53 -18.86 -0.602
O -5.04 28.16 -17.57 0.223
C -3.84 28.94 -17.71 -1.107
H -6.24 24.48 -18.37 0.230
H -6.36 25.47 -19.83 0.312
H -7.77 25.32 -18.72 0.258
H -2.90 28.40 -17.77 0.339
H -3.92 29.86 -17.15 0.293
H -3.89 29.20 -18.78 0.441
C -2.30 34.83 -15.17 -0.740
O -1.47 34.47 -14.05 0.294
C -0.16 34.46 -14.21 0.377
O 0.44 34.71 -15.23 -0.612
O 0.36 34.22 -13.00 0.014
C 1.77 34.22 -12.91 -1.111
H -2.61 33.92 -15.67 0.263
H -1.91 35.61 -15.82 0.414
H -3.16 35.25 -14.65 0.067
H 2.19 34.49 -11.95 0.237
H 2.19 34.96 -13.59 0.437
H 2.15 33.26 -13.27 0.343
```

Results
max |F|	0.061	Eh/bohr
relative energy (zero: lowest compared OMol25 entry of this formula, charge and spin)	46.5	kcal per mole
frontier orbital gap	11.184	eV


# 8
Here is 2 unconnected molecules or ions with the total composition C3H6N2 in a non-equilibrium geometry from OMol25. Energies are from ωB97M-V/def2-TZVPD.

Geometry as XYZ:
```
11
Properties=species:S:1:pos:R:3:mulliken_charge:R:1
C -1.20 1.03 0.31 0.299
C -0.13 -1.23 0.34 -1.172
C -0.05 0.25 0.21 0.357
N -2.14 1.69 0.41 -0.445
N 1.16 0.86 0.21 -0.448
H -1.13 -1.57 0.09 0.302
H 0.10 -1.53 1.36 0.317
H 0.59 -1.71 -0.33 0.361
H -0.38 0.06 -2.62 0.000
H 1.97 0.31 -0.02 0.209
H 1.22 1.85 0.03 0.220
```

Results
max |F|	0.023	Eh/bohr
relative energy (zero: lowest compared OMol25 entry of this formula, charge and spin)	96.7	kcal per mole
frontier orbital gap (alpha / beta)	6.659 / 11.102	eV